P:
Here is a structure of composition C30H25Cl3I2N5O2PtS from OMol25. Energies are from ωB97M-V/def2-TZVPD.

Computed properties:
Charge: +1
Orbital gap, eV: 5.13

Cartesian coordinates (Å):
Pt (-0.44, -0.59, 0.02)
C (3.21, 0.20, -1.94)
C (1.78, 0.02, -1.57)
N (1.39, 0.00, -0.33)
N (2.16, 0.18, 0.70)
C (1.59, -0.05, 1.89)
O (0.37, -0.36, 2.02)
C (2.46, 0.09, 3.06)
C (3.84, 0.22, 2.89)
C (4.65, 0.40, 3.99)
C (4.10, 0.44, 5.26)
C (2.73, 0.28, 5.44)
C (1.91, 0.10, 4.34)
C (0.72, -0.17, -2.54)
C (0.93, -0.07, -3.92)
C (-0.13, -0.24, -4.78)
C (-1.39, -0.50, -4.26)
C (-1.53, -0.61, -2.89)
N (-0.52, -0.45, -2.06)
H (3.81, 0.24, -1.03)
H (3.37, 1.12, -2.50)
H (3.55, -0.64, -2.55)
H (4.26, 0.18, 1.89)
H (5.72, 0.50, 3.87)
H (4.73, 0.59, 6.12)
H (2.31, 0.30, 6.43)
H (0.85, -0.03, 4.46)
H (1.92, 0.15, -4.28)
H (0.03, -0.16, -5.85)
H (-2.25, -0.63, -4.91)
H (-2.49, -0.84, -2.45)
I (-2.76, -1.75, 0.56)
I (0.52, -3.32, -0.07)
Cl (-0.83, 5.70, 6.32)
C (-2.02, 5.04, 5.27)
C (-2.30, 3.68, 5.29)
C (-3.22, 3.15, 4.40)
C (-3.87, 3.95, 3.46)
C (-4.86, 3.39, 2.46)
C (-4.31, 3.44, 1.00)
N (-2.97, 2.95, 0.82)
C (-1.82, 3.51, 1.30)
C (-0.80, 2.70, 0.88)
N (-1.31, 1.68, 0.15)
C (-2.61, 1.86, 0.13)
O (-5.43, 2.15, 2.82)
C (-4.76, 0.94, 2.52)
C (-5.23, -0.11, 3.47)
C (-4.40, -0.90, 4.24)
Cl (-2.70, -0.82, 4.26)
S (-5.27, -2.06, 5.19)
C (-6.76, -1.46, 4.58)
C (-6.59, -0.45, 3.68)
C (-3.61, 5.32, 3.50)
Cl (-4.44, 6.41, 2.44)
C (-2.69, 5.87, 4.38)
H (-1.80, 3.04, 6.00)
H (-3.43, 2.10, 4.44)
H (-5.73, 4.06, 2.47)
H (-4.33, 4.49, 0.69)
H (-4.98, 2.86, 0.37)
H (-1.80, 4.40, 1.88)
H (0.26, 2.82, 1.04)
H (-3.30, 1.23, -0.40)
H (-3.67, 1.03, 2.59)
H (-5.03, 0.61, 1.50)
H (-7.68, -1.89, 4.92)
H (-7.40, 0.06, 3.19)
H (-2.51, 6.93, 4.39)

Results of the Mulliken charge analysis, in e, for atoms 1 through 5: 2.27 -1.71 0.65 0.17 -1.31

---

Q:
Here is a structure of composition C30H25Cl3I2N5O2PtS from OMol25. Energies are from ωB97M-V/def2-TZVPD.

Computed properties:
Charge: +1
Orbital gap (spin up / spin down), eV: 3.46 / 3.46

Cartesian coordinates (Å):
Pt (2.37, -0.44, -1.07)
C (3.85, 0.07, 2.84)
C (3.62, 0.02, 1.38)
N (2.71, -0.69, 0.82)
N (1.84, -1.49, 1.49)
C (0.89, -1.90, 0.69)
O (0.85, -1.68, -0.60)
C (-0.31, -2.59, 1.26)
C (-0.41, -2.52, 2.60)
C (-1.45, -3.01, 3.46)
C (-2.52, -3.41, 4.01)
C (-2.73, -3.32, 0.40)
C (-1.25, -3.13, 0.26)
C (4.40, 0.83, 0.42)
C (5.46, 1.63, 0.79)
C (6.15, 2.34, -0.18)
C (5.76, 2.24, -1.50)
C (4.68, 1.43, -1.81)
N (4.01, 0.76, -0.89)
H (3.18, -0.62, 3.34)
H (3.66, 1.08, 3.20)
H (4.88, -0.19, 3.08)
H (0.41, -2.04, 3.12)
H (-1.24, -3.21, 4.59)
H (-6.04, -1.45, 3.01)
H (-5.25, -3.23, 2.91)
H (-0.78, -3.81, -0.45)
H (5.75, 1.68, 1.83)
H (6.99, 2.97, 0.10)
H (6.28, 2.77, -2.28)
H (4.34, 1.32, -2.83)
I (1.76, -0.15, -3.60)
I (1.75, -2.71, -4.29)
Cl (-5.15, -2.05, 2.24)
C (-5.61, -0.58, 0.97)
C (-2.24, -2.20, -0.41)
C (-2.21, -0.81, 0.11)
C (-3.02, 0.19, -0.28)
C (-2.63, 1.64, -0.05)
C (-1.91, 1.90, 1.30)
N (-0.46, 1.78, 1.26)
C (0.42, 2.71, 0.75)
C (1.66, 2.18, 0.90)
N (1.59, 0.95, 1.52)
C (0.31, 0.76, 1.73)
O (-1.90, 2.22, -1.12)
C (-0.81, 1.49, -1.70)
C (-1.17, 0.79, -2.97)
C (-1.54, 1.42, -4.12)
Cl (-1.65, 3.11, -4.36)
S (-1.94, 0.33, -5.39)
C (-1.60, -1.01, -4.38)
C (-1.20, -0.63, -3.14)
C (-4.28, -0.10, -0.98)
Cl (-4.50, 0.63, -2.55)
C (-5.34, -0.74, -0.42)
H (-2.39, -2.28, -1.49)
H (-1.37, -0.56, 0.74)
H (-3.55, 2.22, -0.01)
H (-2.29, 1.24, 2.07)
H (-2.14, 2.92, 1.60)
H (0.07, 3.63, 0.31)
H (2.61, 2.62, 0.63)
H (-0.12, -0.09, 2.24)
H (-0.38, 0.77, -1.00)
H (-0.04, 2.24, -1.90)
H (-1.71, -2.01, -4.77)
H (-0.92, -1.31, -2.36)
H (-6.20, -0.95, -1.06)

Results of the Mulliken charge analysis, in e, for atoms 1 through 5: 0.82 -1.83 1.29 0.14 -1.11

---

Which structure wins on stability? P wins.

---

P:
Here is the molecule C6H5N from OMol25. Energies are from ωB97M-V/def2-TZVPD.

Computed properties:
Charge: 0
Orbital gap, eV: 10.09

Cartesian coordinates (Å):
C (-2.20, 0.67, 1.11)
C (-1.37, 0.09, 0.43)
C (-0.55, -0.82, -0.37)
N (0.34, -1.71, 0.33)
C (0.95, -0.74, -0.60)
C (1.33, 0.60, -0.36)
C (1.58, 1.77, -0.41)
H (-2.91, 1.21, 1.71)
H (-1.03, -1.15, -1.26)
H (0.42, -1.40, 1.29)
H (1.37, -1.22, -1.49)
H (2.09, 2.70, -0.36)

Results of the Mulliken charge analysis, in e, for atoms 1 through 5: 0.29 -0.80 -0.08 -0.58 -0.34

---

Q:
Here is the molecule C6H5N from OMol25. Energies are from ωB97M-V/def2-TZVPD.

Computed properties:
Charge: 0
Orbital gap, eV: 10.27

Cartesian coordinates (Å):
C (2.18, 0.65, -1.07)
C (1.04, 0.27, -0.95)
C (-0.38, -0.01, -1.01)
N (-1.27, 1.07, -0.59)
C (-1.24, -0.15, 0.20)
C (-0.54, -0.50, 1.41)
C (0.07, -1.15, 2.22)
H (3.18, 1.00, -1.21)
H (-0.67, -0.62, -1.86)
H (-0.71, 1.83, -0.20)
H (-2.18, -0.69, 0.09)
H (0.59, -1.74, 2.93)

Results of the Mulliken charge analysis, in e, for atoms 1 through 5: 0.31 -0.84 -0.05 -0.60 -0.27

---

Which structure wins on stability? Q wins.

---

P:
Here is the molecule C3H5N3OS from OMol25. Energies are from ωB97M-V/def2-TZVPD.

Computed properties:
Charge: 0
Orbital gap, eV: 8.98

Cartesian coordinates (Å):
H (0.61, 1.03, -1.38)
N (1.22, 0.38, -0.95)
N (2.27, 0.33, -0.25)
C (2.15, -0.22, 0.93)
C (0.85, -0.65, 1.28)
C (-0.10, -0.41, 0.36)
S (-1.83, -0.48, 0.13)
N (-1.90, 0.39, -1.32)
O (-2.33, 0.46, 1.12)
H (3.08, -0.37, 1.48)
H (0.70, -0.93, 2.26)
H (-2.96, 0.60, -1.54)
H (-1.75, -0.15, -2.14)

Results of the Mulliken charge analysis, in e, for atoms 1 through 5: 0.32 -0.17 -0.43 -0.20 -0.23

---

Q:
Here is the molecule C3H5N3OS from OMol25. Energies are from ωB97M-V/def2-TZVPD.

Computed properties:
Charge: 0
Orbital gap, eV: 8.23

Cartesian coordinates (Å):
N (-1.10, 0.69, -1.90)
N (-0.23, 0.45, -0.92)
N (1.15, 0.63, -1.03)
C (1.53, 0.22, 0.29)
C (0.65, -0.51, 0.88)
O (0.68, -1.13, 2.07)
C (-0.57, -0.28, 0.08)
S (-2.08, -0.90, 0.07)
H (-0.47, 0.64, -2.77)
H (-1.25, 1.69, -1.63)
H (2.57, 0.11, 0.45)
H (1.36, -0.80, 2.75)
H (-2.24, -0.80, 1.67)

Results of the Mulliken charge analysis, in e, for atoms 1 through 5: -0.84 0.84 -0.80 -0.45 0.62

---

Which structure wins on stability? Q wins.

---

P:
Here is the molecule C3H5N3OS from OMol25. Energies are from ωB97M-V/def2-TZVPD.

Computed properties:
Charge: 0
Orbital gap, eV: 9.03

Cartesian coordinates (Å):
C (1.00, -2.17, 0.91)
S (1.20, -1.19, -0.67)
C (0.07, 0.06, -0.19)
N (-0.64, 0.05, 0.89)
N (-1.52, 1.06, 0.95)
C (-1.35, 1.75, -0.16)
N (-0.41, 1.09, -0.90)
O (-0.16, 1.73, -2.15)
H (1.93, -2.90, 1.02)
H (0.06, -2.68, 0.84)
H (0.99, -1.34, 1.74)
H (-2.04, 2.62, -0.46)
H (0.87, 1.92, -1.84)

Results of the Mulliken charge analysis, in e, for atoms 1 through 5: -0.70 -0.09 0.46 -0.16 -0.73

---

Q:
Here is the molecule C3H5N3OS from OMol25. Energies are from ωB97M-V/def2-TZVPD.

Computed properties:
Charge: 0
Orbital gap, eV: 9.46

Cartesian coordinates (Å):
H (2.85, 0.57, 0.28)
N (2.34, -0.23, -0.22)
C (1.06, -0.04, 0.06)
C (0.45, 1.29, 0.28)
S (-1.20, 1.54, -0.47)
C (-2.09, -0.17, -0.15)
O (-3.25, -0.39, 0.09)
N (-1.01, -1.08, -0.06)
N (0.20, -0.93, -0.73)
H (0.98, 2.22, -0.07)
H (0.24, 1.17, 1.30)
H (-1.14, -2.08, 0.35)
H (0.58, -1.88, -0.67)

Results of the Mulliken charge analysis, in e, for atoms 1 through 5: 0.26 -0.64 0.36 -0.57 -0.14

---

Which structure wins on stability? Q wins.

---

P:
Here is a structure of composition C4H7P from OMol25. Energies are from ωB97M-V/def2-TZVPD.

Computed properties:
Charge: 0
Orbital gap, eV: 8.74

Cartesian coordinates (Å):
C (1.05, 1.52, -1.22)
C (-0.84, -0.31, 0.45)
C (0.27, -1.24, 0.08)
C (0.39, -0.20, 1.18)
P (1.80, 1.56, 0.30)
H (1.45, 2.06, -2.08)
H (0.45, 0.67, -1.50)
H (-1.17, 0.51, -0.23)
H (-1.74, -0.69, 1.05)
H (0.29, -2.26, 0.46)
H (0.39, -1.12, -1.00)
H (0.50, -0.26, 2.23)

Results of the Mulliken charge analysis, in e, for atoms 1 through 5: -0.51 -0.37 -0.53 -0.35 0.07

---

Q:
Here is the molecule C4H7P from OMol25. Energies are from ωB97M-V/def2-TZVPD.

Computed properties:
Charge: 0
Orbital gap (spin up / spin down), eV: 7.23 / 7.29

Cartesian coordinates (Å):
C (2.78, -0.39, 0.02)
P (1.18, 0.37, 0.17)
C (-0.76, 0.30, 0.65)
C (-1.66, -0.83, 0.23)
C (-1.91, 0.60, -0.29)
H (2.73, -1.23, -0.58)
H (3.72, -0.02, 0.50)
H (1.34, 1.42, 0.96)
H (-2.34, -1.05, 1.08)
H (-1.10, -1.68, -0.27)
H (-1.65, 0.95, -1.18)
H (-2.75, 1.21, 0.27)

Results of the Mulliken charge analysis, in e, for atoms 1 through 5: -0.67 0.26 -0.09 -0.46 -0.54

---

Which structure wins on stability? P wins.

---

P:
Here is a cluster of 3 separate species, C4H15N2O2 in total from OMol25. Energies are from ωB97M-V/def2-TZVPD.

Computed properties:
Charge: 0
<S²>: 0.753
2S+1: 2
Orbital gap (spin up / spin down), eV: 8.90 / 9.77

Cartesian coordinates (Å):
N (-0.76, 3.36, 0.77)
C (0.12, -1.30, 0.30)
C (-1.13, -1.74, -0.39)
C (-0.82, -2.58, -1.62)
O (-2.05, -2.81, -2.29)
C (0.32, 0.10, 0.73)
N (1.62, 0.32, 1.44)
H (-1.37, 3.81, 0.10)
H (-1.24, 3.37, 1.66)
H (0.12, 3.86, 0.87)
H (0.60, -2.04, 0.95)
H (-1.72, -0.89, -0.74)
H (-1.75, -2.32, 0.30)
H (-0.43, -3.56, -1.30)
H (-0.11, -2.06, -2.26)
H (-1.95, -3.57, -2.87)
H (0.33, 0.76, -0.13)
H (-0.52, 0.43, 1.35)
H (2.19, -0.45, 1.09)
H (1.43, -0.08, 2.36)
H (2.22, 1.89, 0.41)
H (2.75, 2.74, -0.75)
O (2.16, 2.78, 0.00)

Results of the Mulliken charge analysis, in e, for atoms 1 through 5: -0.62 -0.74 -0.44 -0.41 -0.51

---

Q:
Here is a cluster of 3 separate species, C4H15N2O2 in total from OMol25. Energies are from ωB97M-V/def2-TZVPD.

Computed properties:
Charge: 0
<S²>: 0.754
2S+1: 2
Orbital gap (spin up / spin down), eV: 9.82 / 8.36

Cartesian coordinates (Å):
C (0.99, 1.12, -1.57)
O (0.55, 2.41, -1.16)
C (0.79, 0.04, -0.48)
C (0.85, -1.43, -0.93)
C (0.83, -2.33, 0.28)
N (0.65, -3.71, -0.15)
N (-0.50, 0.23, 0.10)
H (0.56, 0.86, -2.55)
H (2.04, 1.25, -1.83)
H (-0.41, 2.43, -1.22)
H (1.61, 0.13, 0.28)
H (-0.04, -1.53, -1.58)
H (1.71, -1.70, -1.55)
H (1.80, -2.26, 0.85)
H (0.10, -2.05, 1.06)
H (-3.73, 1.65, -0.16)
H (0.70, -4.33, 0.65)
H (-0.15, -3.92, -0.71)
H (-3.45, 1.59, 0.53)
H (-0.57, 1.20, 0.39)
H (-2.68, 2.92, 4.00)
H (-2.45, 1.92, 2.84)
O (-2.63, 2.83, 3.04)

Results of the Mulliken charge analysis, in e, for atoms 1 through 5: -0.78 -0.55 0.63 -0.69 -0.50

---

Which structure wins on stability? P wins.

---

P:
Here is a structure of composition C4H6BeCl4F3O2 from OMol25. Energies are from ωB97M-V/def2-TZVPD.

Computed properties:
Charge: -3
Orbital gap, eV: 2.08

Cartesian coordinates (Å):
Be (7.22, 8.16, 7.42)
C (13.11, 7.20, 9.03)
O (13.33, 8.19, 8.04)
O (11.96, 6.55, 8.63)
C (14.39, 6.32, 9.34)
F (14.83, 5.91, 8.19)
F (15.35, 6.88, 10.04)
F (14.09, 5.20, 10.05)
C (14.19, 9.26, 8.21)
C (13.41, 10.40, 8.88)
H (14.11, 11.18, 9.17)
H (12.70, 10.87, 8.19)
H (12.83, 10.20, 9.79)
H (14.56, 9.47, 7.21)
H (15.11, 8.96, 8.70)
H (13.05, 7.80, 9.94)
Cl (3.06, 7.64, 4.56)
Cl (7.05, 12.66, 9.87)
Cl (4.80, 5.95, 11.07)
Cl (9.24, 10.43, 3.29)

Results of the Mulliken charge analysis, in e, for atoms 1 through 5: 0.60 0.16 -0.31 -0.74 0.71

---

Q:
Here is a structure of composition C4H6BeCl4F3O2 from OMol25. Energies are from ωB97M-V/def2-TZVPD.

Computed properties:
Charge: -3
Orbital gap, eV: 6.26

Cartesian coordinates (Å):
Be (7.77, -8.16, -25.50)
C (10.77, -8.71, -23.98)
O (10.28, -7.37, -24.25)
O (9.86, -9.49, -24.77)
C (12.39, -8.79, -24.05)
F (12.96, -8.61, -22.90)
F (12.94, -9.95, -24.43)
F (12.75, -7.88, -24.90)
C (10.04, -6.33, -23.22)
C (11.32, -5.98, -22.47)
H (12.08, -6.18, -23.22)
H (11.30, -4.92, -22.24)
H (11.62, -6.67, -21.68)
H (9.34, -6.64, -22.44)
H (9.61, -5.52, -23.81)
H (10.44, -8.79, -22.95)
Cl (9.15, -7.40, -27.96)
Cl (6.18, -10.11, -27.00)
Cl (6.55, -8.81, -22.90)
Cl (6.85, -5.56, -25.42)

Results of the Mulliken charge analysis, in e, for atoms 1 through 5: 1.01 0.06 -0.24 -0.83 0.75

---

Which structure wins on stability? Q wins.

---

P:
Here is the molecule C2H2FNO2 from OMol25. Energies are from ωB97M-V/def2-TZVPD.

Computed properties:
Charge: 0
Orbital gap, eV: 11.56

Cartesian coordinates (Å):
O (-1.20, 0.72, 0.73)
C (-0.29, 0.12, 0.24)
O (-0.08, -1.12, 0.60)
C (0.93, 0.66, -0.42)
N (1.68, 1.44, 0.27)
F (2.80, 1.82, -0.46)
H (-0.70, -1.42, 1.24)
H (1.20, 0.35, -1.52)

Results of the Mulliken charge analysis, in e, for atoms 1 through 5: -0.50 0.66 -0.42 0.02 -0.25

---

Q:
Here is a structure of composition C2H2FNO2 from OMol25. Energies are from ωB97M-V/def2-TZVPD.

Computed properties:
Charge: 0
Orbital gap (spin up / spin down), eV: 8.55 / 8.56

Cartesian coordinates (Å):
C (0.46, -0.94, -0.27)
C (-0.06, 0.45, -0.52)
N (-1.08, 0.73, 1.06)
O (-0.14, -1.94, -0.52)
O (-0.29, 0.90, 1.89)
F (-0.90, 0.52, -1.64)
H (1.35, -0.91, 0.29)
H (0.66, 1.19, -0.29)

Results of the Mulliken charge analysis, in e, for atoms 1 through 5: -0.01 0.01 0.16 -0.43 -0.21

---

Which structure wins on stability? P wins.